# 1
{"formula": "C28H29CoN2OP", "method": "the ωB97M-V functional and the def2-TZVPD basis", "symbols": ["Co", "P", "O", "N", "N", "C", "C", "C", "C", "C", "C", "C", "C", "C", "C", "C", "C", "C", "C", "C", "C", "C", "C", "C", "C", "C", "C", "C", "C", "C", "C", "C", "C", "H", "H", "H", "H", "H", "H", "H", "H", "H", "H", "H", "H", "H", "H", "H", "H", "H", "H", "H", "H", "H", "H", "H", "H", "H", "H", "H", "H", "H"], "coordinates": [[-0.541, 0.441, 0.261], [0.687, -1.373, -0.505], [-2.230, 0.243, -0.929], [0.345, 2.200, 0.382], [-4.331, -0.487, -0.708], [4.265, 2.130, 1.813], [3.349, 1.166, 2.223], [-1.895, 0.266, 1.856], [1.312, -4.065, -0.065], [-0.117, 4.478, 1.067], [-0.623, -2.409, -4.265], [-1.791, -3.097, -3.978], [1.356, -3.816, 2.703], [2.568, 3.191, 0.476], [-1.409, -2.760, -1.631], [-1.287, 3.495, -0.819], [2.372, -1.066, -1.160], [3.868, 3.135, 0.938], [-2.179, -3.277, -2.656], [1.019, -2.726, 1.913], [-3.246, 0.601, 1.205], [1.638, 2.210, 0.867], [1.646, -5.152, 0.726], [2.055, 1.196, 1.750], [-2.006, 4.662, -0.966], [-0.230, -2.070, -1.914], [-0.320, 3.387, 0.197], [-1.810, 5.728, -0.092], [1.671, -5.028, 2.110], [1.003, -2.842, 0.527], [-0.867, 5.626, 0.926], [-3.246, 0.110, -0.217], [0.157, -1.895, -3.237], [1.314, 0.484, 2.101], [-1.702, 0.928, 2.699], [-2.728, 4.748, -1.767], [4.583, 3.879, 0.611], [1.891, -6.097, 0.259], [-4.310, -0.830, -1.655], [1.930, -5.882, 2.722], [-0.313, -2.269, -5.292], [-1.893, -0.769, 2.212], [2.734, -1.965, -1.656], [-3.086, -3.824, -2.427], [-1.433, 2.660, -1.494], [0.603, 4.381, 1.869], [-4.109, 0.212, 1.754], [-3.354, 1.689, 1.155], [5.282, 2.102, 2.179], [2.379, -0.223, -1.852], [-5.175, -0.576, -0.171], [2.262, 3.962, -0.219], [-0.725, 6.445, 1.618], [-2.396, 6.631, -0.200], [1.070, -1.364, -3.475], [-2.389, -3.504, -4.783], [0.753, -1.783, 2.378], [1.373, -3.718, 3.780], [-1.704, -2.911, -0.597], [3.027, -0.829, -0.323], [3.645, 0.390, 2.917], [1.287, -4.168, -1.143]], "total_energy_ha": -2993.0454, "charge": 1, "max_force_ev_per_a": 1.644, "lumo_ev": [-1.765, -4.982], "e_homo_ev": [-10.39, -11.38], "homo_lumo_gap_ev": [8.628, 6.397], "multiplicity": 5}

=====

# 2
{"formula": "C28H29F4N4OS2Tc", "method": "the ωB97M-V functional and the def2-TZVPD basis", "symbols": ["Tc", "S", "S", "F", "F", "F", "F", "O", "N", "N", "N", "N", "C", "C", "C", "C", "C", "C", "C", "C", "C", "C", "C", "C", "C", "C", "C", "C", "C", "C", "C", "C", "C", "C", "C", "C", "C", "C", "C", "C", "H", "H", "H", "H", "H", "H", "H", "H", "H", "H", "H", "H", "H", "H", "H", "H", "H", "H", "H", "H", "H", "H", "H", "H", "H", "H", "H", "H", "H"], "coordinates": [[-0.399, 1.548, 0.473], [-0.998, -0.560, 1.437], [-1.416, -3.361, 0.527], [-2.181, 3.122, 4.768], [-4.839, 3.207, 4.966], [-5.316, 2.191, 0.406], [-2.608, 1.959, 0.164], [0.277, 1.001, -1.261], [-1.938, -1.340, -1.005], [-0.989, 2.277, 2.215], [-2.379, -0.269, -1.519], [1.547, 1.823, 1.366], [-0.768, 0.166, -3.214], [1.400, -5.669, -1.116], [1.291, 1.690, 2.818], [-3.040, 1.382, -3.111], [2.567, -6.274, -0.687], [-2.923, 2.834, 3.683], [2.266, -0.560, 0.900], [-3.193, 2.281, 1.387], [-0.406, -3.957, -0.891], [-4.562, 2.375, 1.491], [-1.484, -1.638, 0.145], [1.812, 3.629, -0.373], [-5.148, 2.667, 2.712], [1.759, -0.300, -4.279], [1.525, -4.140, 0.722], [0.866, -4.598, -0.412], [2.687, -4.754, 1.154], [0.383, 0.486, -2.450], [1.985, 3.216, 1.085], [-0.630, -0.379, -4.479], [1.646, 0.254, -3.022], [0.009, 2.416, 3.256], [-2.085, 0.377, -2.574], [-2.297, 2.476, 2.466], [-4.304, 2.898, 3.788], [3.210, -5.827, 0.455], [2.651, 0.908, 0.981], [0.626, -0.629, -5.009], [2.334, 2.960, -1.051], [-1.015, -4.673, -1.442], [1.166, 0.628, 3.033], [-0.217, -3.092, -1.533], [-3.979, 1.354, -2.565], [3.007, 1.211, -0.006], [2.148, 2.068, 3.386], [3.471, 1.030, 1.695], [0.756, 3.660, -0.651], [-1.515, -0.637, -5.038], [-2.624, 2.384, -3.041], [3.037, 3.322, 1.381], [-6.218, 2.722, 2.825], [4.108, -6.315, 0.799], [0.897, -6.026, -2.002], [-0.317, 1.965, 4.198], [2.739, -0.479, -4.695], [0.189, 3.480, 3.453], [2.523, 0.495, -2.438], [3.187, -4.394, 2.042], [2.217, 4.629, -0.511], [0.719, -1.087, -5.980], [3.131, -1.148, 0.607], [1.900, -0.944, 1.846], [-3.224, 1.177, -4.162], [1.498, -0.702, 0.146], [1.399, 3.901, 1.702], [2.968, -7.103, -1.248], [1.110, -3.316, 1.284]], "e_above_lowest_ev": 1.432, "total_energy_ha": -2654.9378, "charge": 1, "max_force_ev_per_a": 2.516, "lumo_ev": [-5.045, -5.088], "e_homo_ev": [-10.77, -10.74], "homo_lumo_gap_ev": [5.727, 5.657], "multiplicity": 4}

=====

# 3
{"formula": "C28H29FN4O4", "method": "the ωB97M-V functional and the def2-TZVPD basis", "symbols": ["F", "O", "O", "O", "O", "N", "N", "N", "N", "C", "C", "C", "C", "C", "C", "C", "C", "C", "C", "C", "C", "C", "C", "C", "C", "C", "C", "C", "C", "C", "C", "C", "C", "C", "C", "C", "C", "H", "H", "H", "H", "H", "H", "H", "H", "H", "H", "H", "H", "H", "H", "H", "H", "H", "H", "H", "H", "H", "H", "H", "H", "H", "H", "H", "H", "H"], "coordinates": [[-1.893, 6.740, -0.342], [6.377, 1.480, -0.953], [-2.174, 0.811, -2.046], [1.485, 1.737, 1.344], [4.561, -2.994, -0.532], [-3.297, -0.733, -0.825], [-0.072, 0.664, 0.098], [-1.550, -1.639, 1.102], [4.700, -0.909, 0.338], [-3.477, -0.228, 1.610], [-0.641, 5.317, 1.056], [6.443, 0.086, -1.134], [-0.059, 4.082, 1.259], [0.503, -2.925, 0.923], [0.512, 1.781, 0.612], [1.868, -0.728, 0.006], [-0.838, 3.328, -0.890], [-2.037, -0.599, 1.982], [-4.373, -1.458, 1.723], [5.081, 2.023, -0.874], [-3.802, -2.507, 0.778], [-3.298, -2.455, -2.962], [-3.703, -2.892, -1.689], [6.116, -0.748, 0.119], [-1.318, 5.538, -0.131], [2.556, -1.918, 0.195], [-3.676, -2.020, -0.637], [-2.349, -2.836, 1.204], [1.845, -3.030, 0.626], [-1.419, 4.565, -1.109], [0.517, -0.612, 0.288], [-2.778, -1.209, -3.112], [-3.567, 0.286, 0.180], [-0.165, 3.074, 0.301], [4.022, -2.014, -0.054], [-0.196, -1.719, 0.792], [-2.708, -0.297, -2.014], [-4.581, 0.666, -0.003], [6.526, -1.752, -0.020], [4.188, -0.152, 0.764], [-5.401, -1.212, 1.449], [-2.872, 1.111, 0.013], [-4.395, -3.424, 0.804], [2.364, -3.967, 0.756], [-4.007, -3.914, -1.532], [-0.005, -3.794, 1.310], [5.186, 3.094, -1.044], [-1.943, 4.778, -2.026], [-1.392, 0.275, 1.914], [-1.953, -3.595, 0.528], [2.372, 0.139, -0.394], [-2.363, -3.238, 2.229], [4.623, 1.870, 0.110], [-2.022, -0.949, 3.029], [-4.377, -1.842, 2.745], [0.489, 3.875, 2.166], [7.479, -0.106, -1.421], [-3.820, 0.563, 2.282], [-0.915, 2.577, -1.660], [-0.573, 6.102, 1.792], [6.575, -0.281, 0.994], [4.426, 1.600, -1.646], [5.781, -0.230, -1.954], [-0.841, 0.752, -0.561], [-2.391, -0.856, -4.054], [-3.358, -3.131, -3.802]], "e_above_lowest_ev": 0.165, "total_energy_ha": -1704.2944, "max_force_ev_per_a": 0.804, "lumo_ev": 0.260, "e_homo_ev": -8.11, "homo_lumo_gap_ev": 8.366}

=====

# 4
{"formula": "C28H29FeN7OS6SbSe", "method": "the ωB97M-V functional and the def2-TZVPD basis", "symbols": ["Sb", "Se", "Fe", "S", "S", "S", "S", "S", "S", "O", "N", "N", "N", "N", "N", "N", "N", "C", "C", "C", "C", "C", "C", "C", "C", "C", "C", "C", "C", "C", "C", "C", "C", "C", "C", "C", "C", "C", "C", "C", "C", "C", "C", "C", "C", "H", "H", "H", "H", "H", "H", "H", "H", "H", "H", "H", "H", "H", "H", "H", "H", "H", "H", "H", "H", "H", "H", "H", "H", "H", "H", "H", "H", "H"], "coordinates": [[4.224, -2.338, 0.032], [-1.416, -1.386, 2.069], [1.802, -0.472, -0.238], [0.923, -2.223, -1.397], [3.746, -0.486, -1.460], [0.575, -2.319, -4.398], [2.264, -1.880, 1.460], [4.481, 1.942, 2.783], [5.988, -1.523, 1.356], [0.176, 0.473, 0.665], [-2.159, -2.848, 4.393], [3.910, 1.969, 0.313], [2.863, 1.316, 0.926], [0.899, -0.104, -3.061], [1.015, 0.549, -1.819], [2.015, 0.873, 3.082], [-3.314, -3.465, 2.651], [-4.811, -5.115, 3.828], [-2.311, -2.603, 3.046], [-0.296, 3.882, 1.724], [-5.063, -5.661, 5.086], [-1.442, -0.245, -6.352], [0.849, -1.373, -2.891], [-3.794, -4.188, 3.727], [-2.317, 1.633, -4.516], [-1.567, -0.608, -5.015], [4.834, 2.310, 1.128], [-2.195, 1.984, -5.852], [-1.754, 1.039, -6.771], [-3.047, -3.802, 4.847], [2.993, 1.288, 2.223], [-3.286, -4.348, 6.090], [6.100, 2.980, 0.687], [-3.742, -3.628, 1.281], [0.135, 1.760, 0.593], [-0.346, 2.509, 1.703], [-1.208, -1.994, -4.552], [0.806, 1.815, -1.827], [5.856, 4.423, 0.241], [0.190, 4.604, 0.628], [0.542, 2.508, -0.553], [-4.312, -5.287, 6.196], [0.575, 3.901, -0.498], [0.725, 2.615, -3.101], [-2.002, 0.345, -4.102], [-0.712, 1.946, 2.554], [1.291, 0.363, 2.579], [-3.053, -3.066, 0.653], [-1.559, -2.745, -5.261], [-3.712, -4.684, 1.008], [5.538, 5.044, 1.080], [6.501, 2.390, -0.138], [-1.080, -0.977, -7.066], [-2.643, 2.365, -3.787], [0.259, 5.684, 0.657], [2.375, 0.327, 3.850], [-5.858, -6.387, 5.199], [5.071, 4.447, -0.515], [-5.390, -5.407, 2.962], [-1.646, -2.198, -3.575], [6.825, 2.948, 1.501], [6.763, 4.859, -0.186], [-1.424, -2.396, 4.909], [-0.625, 4.411, 2.613], [-1.646, 1.306, -7.816], [-0.108, 3.318, -3.076], [-4.525, -5.731, 7.160], [-2.429, 2.992, -6.175], [0.628, 1.959, -3.959], [-4.754, -3.243, 1.139], [1.653, 3.186, -3.201], [-2.695, -4.061, 6.950], [-2.075, 0.079, -3.053], [0.926, 4.450, -1.364]], "e_above_lowest_ev": 1.609, "total_energy_ha": -7837.5730, "charge": -2, "max_force_ev_per_a": 1.276, "lumo_ev": [3.599, 3.599], "e_homo_ev": [-0.57, -0.69], "homo_lumo_gap_ev": [4.168, 4.288], "multiplicity": 2}

=====

# 5
{"formula": "C28H29N3O6S", "method": "the ωB97M-V functional and the def2-TZVPD basis", "symbols": ["S", "O", "O", "O", "O", "O", "O", "N", "N", "N", "C", "C", "C", "C", "C", "C", "C", "C", "C", "C", "C", "C", "C", "C", "C", "C", "C", "C", "C", "C", "C", "C", "C", "C", "C", "C", "C", "C", "H", "H", "H", "H", "H", "H", "H", "H", "H", "H", "H", "H", "H", "H", "H", "H", "H", "H", "H", "H", "H", "H", "H", "H", "H", "H", "H", "H", "H"], "coordinates": [[1.961, -2.173, -0.160], [2.871, 2.875, -2.154], [2.637, 5.382, -1.080], [1.813, -0.744, -0.237], [0.387, 5.878, 0.702], [3.260, -2.688, 0.153], [-2.811, 0.155, 4.093], [-1.617, -1.662, 3.545], [1.459, -2.910, -1.596], [-1.596, 0.620, -0.845], [0.621, -4.210, 1.082], [-2.388, -0.428, -0.559], [0.773, -2.840, 0.999], [0.811, 2.174, -1.105], [-0.859, -2.502, 2.722], [-3.999, -2.658, -0.067], [-2.222, -0.471, 3.241], [2.886, 5.690, -2.437], [2.484, -2.879, -2.619], [1.679, 4.421, -0.823], [0.181, -2.389, -2.020], [-2.671, -0.832, 0.774], [-1.016, -3.892, 2.833], [-1.977, -4.469, 3.828], [-2.935, -1.169, -1.628], [-3.719, -2.262, -1.383], [-0.269, -4.724, 2.010], [1.133, 7.042, 0.427], [-1.408, 1.086, 1.492], [1.778, 3.125, -1.375], [-3.490, -1.956, 0.991], [0.626, 4.703, 0.058], [-0.293, 3.701, 0.378], [-1.139, 1.366, 0.129], [3.085, 1.548, -2.581], [-2.105, -0.047, 1.814], [-0.215, 2.454, -0.210], [0.062, -1.985, 1.813], [1.953, 5.905, -2.970], [3.051, 0.845, -1.744], [-4.139, -2.825, -2.204], [3.413, 4.882, -2.947], [-2.071, -5.542, 3.689], [-1.630, -4.289, 4.846], [-0.160, -2.944, -2.893], [2.589, -1.885, -3.068], [-2.722, -0.837, -2.631], [4.079, 1.544, -3.028], [-3.738, -2.238, 2.004], [-4.632, -3.515, 0.106], [-0.984, 1.713, 2.261], [-0.393, -5.793, 2.094], [-0.532, -2.529, -1.209], [0.248, -0.928, 1.730], [3.510, 6.583, -2.423], [1.200, -4.845, 0.434], [0.704, 7.808, 1.074], [2.347, 1.254, -3.336], [3.421, -3.159, -2.145], [0.869, 1.180, -1.510], [2.191, 6.912, 0.660], [2.234, -3.603, -3.395], [-1.083, 3.951, 1.068], [0.229, -1.322, -2.260], [-1.796, -1.990, 4.487], [-2.963, -4.018, 3.723], [1.026, 7.353, -0.616]], "e_above_lowest_ev": 2.113, "total_energy_ha": -2098.2548, "max_force_ev_per_a": 1.136, "lumo_ev": -0.228, "e_homo_ev": -8.06, "homo_lumo_gap_ev": 7.837}

=====

# 6
{"formula": "C28H29N3SiTi", "method": "the ωB97M-V functional and the def2-TZVPD basis", "symbols": ["Ti", "Si", "N", "N", "N", "C", "C", "C", "C", "C", "C", "C", "C", "C", "C", "C", "C", "C", "C", "C", "C", "C", "C", "C", "C", "C", "C", "C", "C", "C", "C", "C", "C", "H", "H", "H", "H", "H", "H", "H", "H", "H", "H", "H", "H", "H", "H", "H", "H", "H", "H", "H", "H", "H", "H", "H", "H", "H", "H", "H", "H", "H"], "coordinates": [[0.901, 0.931, 1.290], [-0.233, -1.116, -1.478], [-0.558, 2.303, 0.884], [-0.499, 1.091, 2.842], [1.628, 1.961, 2.844], [1.638, 2.361, 5.600], [-2.259, 3.886, 0.360], [-1.355, 1.226, -2.291], [2.751, 2.458, 3.449], [1.729, 0.079, -3.172], [-1.793, -4.915, -1.146], [2.684, -0.429, 1.443], [0.889, -1.033, -2.963], [0.541, -1.325, 1.406], [1.064, -1.372, -0.015], [0.566, 1.656, 3.620], [2.748, 2.695, 4.814], [1.612, -0.976, 2.259], [2.266, -0.456, 0.086], [-3.669, -3.396, -1.386], [-2.406, 2.598, 2.400], [-1.229, 2.013, 2.013], [-3.172, -4.697, -1.234], [-1.068, 3.249, 0.045], [2.505, 0.164, -4.333], [1.672, -1.993, -5.052], [-2.935, 3.580, 1.546], [0.879, -2.080, -3.902], [2.474, -0.869, -5.277], [0.504, 1.818, 4.979], [-1.404, -2.536, -1.398], [-0.904, -3.838, -1.229], [-2.791, -2.310, -1.458], [-1.771, 1.585, -3.244], [-0.484, 3.425, -0.858], [3.594, 2.662, 2.788], [1.655, -2.808, -5.776], [1.777, 0.881, -2.427], [1.655, 2.499, 6.679], [3.083, -0.797, -6.179], [1.681, -1.154, 3.332], [-1.121, 0.544, 3.436], [-2.097, 1.375, -1.498], [-2.852, 2.304, 3.355], [2.847, -0.165, -0.786], [3.636, -0.070, 1.833], [-3.863, 4.090, 1.799], [-0.782, -0.069, -0.538], [-3.856, -5.544, -1.176], [3.647, 3.109, 5.272], [0.258, -2.963, -3.726], [-2.665, 4.605, -0.353], [-1.188, 0.066, -2.489], [3.131, 1.044, -4.485], [1.284, -2.389, -0.396], [-1.385, -5.919, -1.024], [-0.398, 1.493, 5.507], [-3.163, -1.286, -1.565], [0.178, -4.002, -1.169], [-0.416, 1.747, -2.089], [-0.415, -1.763, 1.695], [-4.744, -3.227, -1.460]], "total_energy_ha": -2387.4038, "max_force_ev_per_a": 5.162, "lumo_ev": [-0.158, -0.164], "e_homo_ev": [-4.52, -4.85], "homo_lumo_gap_ev": [4.366, 4.682], "multiplicity": 3}